# 1
Below is a molecular structure, C35H23F12N3O4V, with properties calculated with ωB97M-V with the def2-TZVPD basis set.

Element x y z (Å)
V  0.712  1.779  0.122
C  -4.743  -1.233  0.618
C  -3.486  -0.579  1.118
C  -2.478  -1.333  1.705
C  -1.281  -0.762  2.072
C  -1.015  0.595  1.804
N  0.233  1.121  1.944
C  1.049  0.739  2.949
C  0.551  0.534  4.258
C  1.372  0.171  5.299
C  2.734  -0.021  5.103
C  3.639  -0.472  6.218
C  3.247  0.189  3.828
C  2.446  0.560  2.764
C  2.998  0.706  1.348
O  2.508  1.707  0.619
C  4.548  0.876  1.334
F  5.007  1.243  0.139
F  4.971  1.818  2.192
F  5.267  -0.238  1.651
C  2.737  -0.661  0.619
F  1.428  -0.861  0.375
F  3.362  -0.764  -0.560
F  3.132  -1.747  1.330
C  -2.071  1.375  1.264
C  -3.273  0.786  0.931
C  -1.730  2.837  1.002
O  -0.679  3.037  0.193
C  -2.896  3.627  0.359
F  -2.551  4.901  0.111
F  -4.037  3.710  1.101
F  -3.275  3.132  -0.820
C  -1.430  3.514  2.395
F  -2.024  4.719  2.577
F  -0.126  3.738  2.558
F  -1.840  2.796  3.463
H  -4.874  -2.212  1.080
H  -4.680  -1.378  -0.462
H  -5.621  -0.622  0.825
H  -2.629  -2.395  1.855
H  -0.487  -1.368  2.489
H  -0.505  0.682  4.427
H  0.950  0.024  6.288
H  3.058  -0.769  7.090
H  4.325  0.322  6.518
H  4.241  -1.323  5.897
H  4.305  0.022  3.689
H  -4.073  1.366  0.497
O  3.073  1.505  -2.941
C  2.029  0.936  -2.701
N  1.671  -0.268  -3.301
C  0.271  -0.559  -3.082
C  -0.032  0.524  -2.004
O  -1.076  0.588  -1.372
N  1.019  1.324  -1.863
C  0.002  -1.891  -2.441
C  -1.320  -2.263  -2.212
C  -1.609  -3.444  -1.557
C  -0.586  -4.281  -1.142
C  0.731  -3.912  -1.360
C  1.026  -2.722  -2.001
C  -0.486  -0.356  -4.374
C  -0.516  -1.393  -5.317
C  -1.064  -1.195  -6.565
C  -1.588  0.043  -6.914
C  -1.569  1.079  -5.978
C  -1.027  0.881  -4.724
H  2.148  -0.573  -4.135
H  -2.110  -1.600  -2.527
H  -2.638  -3.717  -1.366
H  -0.810  -5.212  -0.638
H  1.536  -4.550  -1.021
H  2.052  -2.417  -2.145
H  -0.089  -2.352  -5.055
H  -1.073  -2.003  -7.288
H  -1.999  0.209  -7.902
H  -1.970  2.048  -6.247
H  -1.012  1.685  -4.002

Energy relative to the best compared isomer or geometry (same formula, charge and spin) = 20.2 kcal per mole
2S+1 = 4
<S²> = 3.76
Calculated total energy = -107632.7615 eV
LUMO (spin up / spin down) = 4.26 / 4.26 eV
Total charge = -2



# 2
Below is 5 unconnected molecules or ions with the total composition C35H23F7N2O11S2, with properties calculated with ωB97M-V with the def2-TZVPD basis set.

Element x y z (Å)
C  5.766  -1.219  -2.509
O  5.187  0.062  -2.088
C  5.229  1.009  -3.209
C  3.867  1.856  -3.171
C  2.672  1.233  -2.421
C  1.312  2.015  -2.407
S  -0.120  1.220  -1.548
O  0.284  -0.054  -0.807
O  -0.542  2.199  -0.457
C  -1.561  0.937  -2.699
F  -2.521  0.085  -2.097
F  -2.192  2.223  -2.869
C  -1.174  0.443  -4.180
F  -0.503  1.457  -4.944
F  -2.429  0.247  -4.866
C  -0.421  -0.975  -4.246
F  -0.987  -1.971  -3.427
F  -0.536  -1.425  -5.602
F  0.961  -0.922  -3.963
C  1.104  3.393  -3.068
C  2.289  4.082  -3.830
N  2.276  5.364  -4.482
S  3.865  5.462  -5.106
N  4.616  3.993  -4.617
C  3.645  3.243  -3.857
H  6.657  -1.026  -3.206
H  5.007  -1.883  -3.054
H  6.125  -1.828  -1.596
H  6.092  1.752  -3.128
H  5.286  0.349  -4.155
H  2.701  0.224  -1.867
H  0.069  3.887  -2.980
O  -1.943  -4.529  2.109
C  -1.235  -3.576  2.385
C  -0.566  -3.472  3.700
C  0.208  -2.428  4.004
C  0.429  -1.332  3.036
O  1.137  -0.380  3.312
C  -0.239  -1.435  1.721
C  -1.012  -2.480  1.419
H  -0.739  -4.283  4.394
H  0.704  -2.336  4.960
H  -0.068  -0.623  1.023
H  -1.509  -2.572  0.461
O  -1.189  4.882  -3.952
C  -1.648  5.980  -4.213
C  -0.768  7.137  -4.478
C  -1.272  8.339  -4.761
C  -2.732  8.565  -4.822
O  -3.191  9.661  -5.082
C  -3.612  7.407  -4.557
C  -3.108  6.205  -4.274
H  0.299  6.954  -4.430
H  -0.642  9.198  -4.957
H  -4.679  7.589  -4.605
H  -3.737  5.346  -4.078
O  3.005  -9.169  6.892
C  2.549  -8.070  6.637
C  3.432  -6.912  6.383
C  2.931  -5.708  6.106
C  1.472  -5.480  6.039
O  1.015  -4.380  5.784
C  0.589  -6.637  6.293
C  1.089  -7.842  6.570
H  4.498  -7.097  6.435
H  3.563  -4.849  5.918
H  -0.477  -6.453  6.241
H  0.457  -8.701  6.758
O  -4.243  -0.391  1.449
C  -4.401  -0.668  2.623
C  -4.449  0.384  3.661
C  -4.621  0.078  4.948
C  -4.771  -1.324  5.391
O  -4.929  -1.601  6.566
C  -4.722  -2.376  4.354
C  -4.551  -2.070  3.067
H  -4.338  1.405  3.319
H  -4.658  0.836  5.721
H  -4.833  -3.397  4.695
H  -4.514  -2.828  2.294

SMILES = COCc1cc(S(=O)(=O)C(F)(F)C(F)(F)C(F)(F)F)cc2nsnc12.O=C1C=CC(=O)C=C1.O=C1C=CC(=O)C=C1.O=C1C=CC(=O)C=C1.O=C1C=CC(=O)C=C1
Calculated total energy = -102850.0485 eV
LUMO = -2.04 eV



# 3
Below is a molecular structure, C35H25AsN3O4Se2Tc, with properties calculated with ωB97M-V with the def2-TZVPD basis set.

Element x y z (Å)
Tc  1.318  -1.063  0.575
Se  2.654  -1.048  3.021
Se  4.415  -2.436  2.421
C  4.208  -2.508  0.514
C  5.286  -3.085  -0.142
C  5.218  -3.296  -1.505
C  4.079  -2.890  -2.192
C  3.077  -2.276  -1.487
N  3.112  -2.094  -0.140
C  1.316  -2.435  3.140
C  1.075  -3.234  4.231
C  0.146  -4.261  4.081
C  -0.495  -4.429  2.864
C  -0.230  -3.554  1.828
N  0.663  -2.560  1.967
H  6.169  -3.366  0.418
H  6.047  -3.754  -2.027
H  3.984  -3.023  -3.260
H  2.208  -1.886  -2.002
H  1.612  -3.082  5.157
H  -0.062  -4.926  4.908
H  -1.210  -5.226  2.715
H  -0.738  -3.633  0.876
C  -4.710  -3.245  0.770
C  -4.065  -2.552  1.788
C  -2.978  -1.743  1.494
C  -2.556  -1.623  0.171
C  -3.196  -2.312  -0.853
C  -4.277  -3.128  -0.544
As  -1.056  -0.484  -0.193
C  -1.211  0.067  -2.030
C  -0.936  -0.657  -3.161
C  -1.150  -0.066  -4.416
C  -1.628  1.243  -4.523
C  -1.895  1.980  -3.391
C  -1.690  1.405  -2.117
C  -1.925  2.063  -0.868
C  -2.406  3.388  -0.722
C  -2.582  3.912  0.533
C  -2.284  3.143  1.669
C  -1.808  1.826  1.549
C  -1.640  1.293  0.300
H  -5.561  -3.872  1.001
H  -4.415  -2.636  2.808
H  -2.481  -1.200  2.291
H  -2.879  -2.210  -1.882
H  -4.787  -3.664  -1.333
H  -0.572  -1.675  -3.105
H  -0.946  -0.636  -5.314
H  -1.790  1.676  -5.501
H  -2.266  2.991  -3.485
H  -2.637  3.984  -1.595
H  -2.945  4.924  0.657
H  -2.419  3.577  2.651
H  -1.580  1.260  2.442
O  1.883  0.426  -0.840
C  1.656  1.331  0.022
O  1.236  0.864  1.163
C  1.774  2.757  -0.211
C  2.403  3.249  -1.359
C  2.472  4.615  -1.567
C  1.895  5.491  -0.652
C  1.256  4.972  0.461
C  1.202  3.623  0.717
N  0.572  5.886  1.401
O  0.844  7.057  1.337
O  -0.233  5.375  2.167
H  2.843  2.561  -2.068
H  2.974  5.008  -2.440
H  1.932  6.563  -0.795
H  0.715  3.259  1.609

2S+1 = 2
<S²> = 1.17
Calculated total energy = -243061.5529 eV
LUMO (spin up / spin down) = -11.80 / -11.68 eV
Total charge = +3



# 4
Below is a molecular structure, C35H25Br4CoGeN5O5S3, with properties calculated with ωB97M-V with the def2-TZVPD basis set.

Element x y z (Å)
Co  0.204  0.251  0.066
Br  -0.435  5.251  4.638
C  -0.042  4.244  3.108
C  0.680  4.849  2.025
Br  1.223  6.637  2.155
C  0.978  4.131  0.893
Br  1.894  4.835  -0.584
C  0.584  2.776  0.801
O  0.807  2.028  -0.215
C  -0.132  2.171  1.883
O  -0.473  0.948  1.713
C  -0.448  2.936  3.033
Br  -1.404  2.059  4.384
C  -2.247  -2.460  -0.619
C  -1.343  -2.406  0.562
N  -0.352  -1.566  0.751
C  0.391  -1.906  1.877
C  -0.100  -2.951  2.581
S  -1.468  -3.593  1.787
C  1.652  -1.204  2.071
C  2.622  -1.407  2.998
S  3.962  -0.407  2.650
C  3.151  0.243  1.287
N  1.961  -0.262  1.119
C  3.757  1.289  0.415
H  -1.913  -1.751  -1.369
H  -3.275  -2.232  -0.343
H  -2.219  -3.460  -1.056
H  0.297  -3.393  3.479
H  2.625  -2.090  3.830
H  4.842  1.289  0.502
H  3.388  2.278  0.691
H  3.479  1.108  -0.622
Ge  -1.879  1.203  -0.754
C  -3.453  0.334  0.009
C  -3.460  -0.075  1.344
C  -4.557  -0.738  1.875
C  -5.665  -0.997  1.078
C  -5.681  -0.573  -0.243
C  -4.581  0.090  -0.773
C  -1.908  1.259  -2.696
C  -2.216  0.138  -3.471
C  -2.123  0.176  -4.855
C  -1.733  1.350  -5.486
C  -1.442  2.480  -4.732
C  -1.519  2.430  -3.347
H  -1.792  2.651  -0.221
H  -2.596  0.114  1.968
H  -4.549  -1.056  2.910
H  -6.517  -1.524  1.488
H  -6.547  -0.762  -0.863
H  -4.608  0.410  -1.809
H  -2.550  -0.781  -3.002
H  -2.345  -0.710  -5.439
H  -1.659  1.382  -6.566
H  -1.153  3.400  -5.223
H  -1.273  3.315  -2.768
O  -2.160  -4.163  -6.168
S  -1.647  -3.965  -7.509
O  -2.598  -3.424  -8.455
O  -0.794  -5.026  -8.004
C  -0.452  -2.598  -7.303
N  0.000  -1.968  -8.390
C  0.837  -0.965  -8.194
C  1.231  -0.535  -6.928
C  0.717  -1.270  -5.875
N  -0.100  -2.299  -6.064
C  0.924  -0.942  -4.440
C  1.255  0.323  -3.982
C  1.135  0.610  -2.638
N  0.770  -0.306  -1.731
C  0.612  -1.570  -2.159
C  0.652  -1.922  -3.485
H  1.207  -0.464  -9.083
H  1.902  0.303  -6.801
H  1.486  1.131  -4.662
H  1.276  1.618  -2.276
H  0.400  -2.312  -1.407
H  0.410  -2.926  -3.805

Energy relative to the best compared isomer or geometry (same formula, charge and spin) = 9.8 kcal per mole
2S+1 = 2
<S²> = 0.88
Calculated total energy = -461207.2318 eV
LUMO (spin up / spin down) = -1.21 / -3.21 eV



# 5
Below is a molecular structure, C35H26BeClIN3O5P, with properties calculated with ωB97M-V with the def2-TZVPD basis set.

Element x y z (Å)
Be  0.842  1.874  0.827
O  3.165  0.535  2.628
C  2.949  0.630  1.437
O  2.363  1.642  0.856
C  3.329  -0.484  0.489
C  4.522  -1.160  0.735
C  4.937  -2.179  -0.102
C  4.149  -2.544  -1.187
C  2.945  -1.901  -1.415
C  2.510  -0.869  -0.584
P  0.875  -0.062  -0.874
C  -0.290  -1.444  -1.107
C  -1.541  -1.118  -1.643
C  -2.551  -2.061  -1.712
C  -2.340  -3.344  -1.219
C  -1.115  -3.670  -0.661
C  -0.094  -2.728  -0.604
C  1.141  0.601  -2.563
C  0.717  -0.031  -3.728
C  0.997  0.524  -4.969
C  1.702  1.715  -5.057
C  2.125  2.353  -3.898
C  1.843  1.803  -2.658
H  5.115  -0.860  1.590
H  5.871  -2.690  0.089
H  4.473  -3.332  -1.855
H  2.335  -2.197  -2.261
H  -1.723  -0.114  -2.011
H  -3.508  -1.793  -2.141
H  -3.132  -4.080  -1.261
H  -0.944  -4.661  -0.262
H  0.851  -3.001  -0.153
H  0.167  -0.963  -3.676
H  0.661  0.023  -5.868
H  1.920  2.147  -6.025
H  2.667  3.287  -3.957
H  2.166  2.312  -1.758
Cl  -4.899  5.120  -2.006
C  -3.410  4.445  -1.405
C  -2.267  5.181  -1.478
C  -1.053  4.660  -0.988
I  0.666  5.816  -1.132
C  -0.974  3.413  -0.409
O  0.147  2.933  0.046
C  -2.180  2.625  -0.357
N  -2.079  1.377  0.168
C  -3.153  0.634  0.222
C  -4.415  1.051  -0.248
C  -4.534  2.299  -0.787
C  -3.399  3.138  -0.855
H  -2.289  6.170  -1.913
H  -3.037  -0.358  0.650
H  -5.263  0.383  -0.186
H  -5.480  2.656  -1.170
O  0.835  -4.727  2.389
C  0.128  -4.240  3.513
N  0.222  -2.806  3.442
C  -0.730  -1.998  3.966
O  -1.687  -2.408  4.597
C  -0.500  -0.533  3.745
C  -0.664  0.365  4.791
C  -0.399  1.704  4.572
C  0.011  2.101  3.311
N  0.121  1.244  2.294
C  -0.130  -0.047  2.507
H  0.869  -5.687  2.442
H  0.577  -4.613  4.440
H  -0.930  -4.510  3.499
H  1.055  -2.415  3.029
H  -0.984  0.002  5.759
H  -0.489  2.433  5.363
H  0.251  3.135  3.096
H  -0.037  -0.704  1.651

Energy relative to the best compared isomer or geometry (same formula, charge and spin) = 13.5 kcal per mole
Calculated total energy = -81744.0138 eV
LUMO = -0.05 eV



# 6
Below is a molecular structure, C35H26Br2MnN2O5P, with properties calculated with ωB97M-V with the def2-TZVPD basis set.

Element x y z (Å)
Mn  0.851  -1.003  0.415
O  -0.777  -4.976  0.396
C  -0.421  -3.729  0.572
O  0.096  -3.015  -0.267
C  -0.695  -3.188  1.935
C  -1.378  -3.847  2.938
C  -1.533  -3.194  4.155
C  -0.994  -1.927  4.322
C  -0.331  -1.357  3.251
N  -0.192  -1.970  2.086
C  0.315  -0.012  3.253
O  0.286  0.604  4.410
O  0.825  0.416  2.238
H  -0.541  -5.267  -0.503
H  -1.769  -4.841  2.772
H  -2.062  -3.674  4.967
H  -1.083  -1.389  5.256
H  0.749  1.456  4.337
C  0.794  -0.802  -3.177
C  2.013  -0.321  -2.462
C  3.033  0.340  -3.176
C  4.194  0.715  -2.564
C  4.413  0.378  -1.212
C  5.590  0.630  -0.460
Br  7.025  1.544  -1.250
C  5.686  0.210  0.835
C  4.619  -0.496  1.444
Br  4.775  -1.078  3.218
C  3.487  -0.756  0.740
O  2.425  -1.482  1.199
C  3.369  -0.285  -0.563
N  2.153  -0.566  -1.166
H  0.966  -0.827  -4.251
H  -0.058  -0.147  -3.006
H  0.535  -1.806  -2.842
H  2.875  0.539  -4.227
H  4.965  1.234  -3.118
H  6.584  0.402  1.405
C  -4.322  -0.916  -3.183
C  -3.360  -1.836  -2.794
C  -2.307  -1.431  -1.986
C  -2.216  -0.105  -1.568
C  -3.201  0.813  -1.940
C  -4.244  0.405  -2.755
P  -0.927  0.429  -0.420
C  -1.897  0.983  1.018
C  -1.816  2.277  1.523
C  -2.609  2.650  2.603
C  -3.481  1.737  3.177
C  -3.574  0.446  2.666
C  -2.786  0.070  1.589
C  -0.046  1.858  -1.092
C  -0.298  2.313  -2.385
C  0.455  3.353  -2.915
C  1.466  3.936  -2.165
C  1.729  3.480  -0.880
C  0.982  2.442  -0.344
H  -5.141  -1.229  -3.817
H  -3.428  -2.866  -3.121
H  -1.556  -2.150  -1.684
H  -3.161  1.839  -1.589
H  -5.004  1.117  -3.050
H  -1.150  3.001  1.073
H  -2.555  3.662  2.983
H  -4.105  2.036  4.010
H  -4.278  -0.258  3.093
H  -2.893  -0.926  1.171
H  -1.084  1.871  -2.983
H  0.246  3.707  -3.916
H  2.047  4.749  -2.581
H  2.517  3.934  -0.292
H  1.206  2.097  0.656

2S+1 = 5
<S²> = 6.09
Calculated total energy = -230618.9089 eV
LUMO (spin up / spin down) = -7.26 / -6.73 eV
Total charge = +2



- Among the records above, which one has the highest calculated total energy?
  C35H26BeClIN3O5P



- The lowest calculated total energy belongs to which entry?
  C35H25Br4CoGeN5O5S3



- Among the records above, which one has the lowest calculated total energy?
  C35H25Br4CoGeN5O5S3